The following is a DFT calculation (ωB97M-V/def2-TZVPD) of C23H19F4N3SY as an isolated structure at a distorted geometry.

Its charge is +1. The relative energy (zero: lowest compared OMol25 entry of this formula, charge and spin) comes out at 34.1 kJ/mol. For the HOMO energy, the calculation gives -10.710 eV. Its frontier orbital gap is 7.2449 eV.

Structure (XYZ):
```
51
Properties=species:S:1:pos:R:3:forces:R:3:nbo_charge:R:1
Y 0.11841 -0.00912 0.16366 0.4 -0.9 0.0 2.27
C -0.06849 0.27598 -3.16974 -0.2 -0.1 -0.1 -0.43
N 0.85101 0.70298 -2.10384 -0.1 -0.1 0.1 -0.54
C 1.04621 2.15678 -2.21864 -0.1 0.2 0.2 -0.43
C 2.15501 0.01508 -2.21284 0.2 -0.1 0.5 -0.24
C 3.04501 0.25098 -0.97784 0.1 0.0 -0.2 -0.23
N 2.28021 0.22268 0.27076 0.3 0.0 -0.7 -0.91
C 2.93111 0.61378 1.39416 0.8 0.4 1.1 0.09
C 2.19061 0.86988 2.56906 0.1 -0.1 -0.3 0.27
F 0.80061 0.66428 2.48886 0.5 0.0 -0.5 -0.36
C 2.73411 1.29788 3.76116 0.0 -0.1 -0.1 0.36
F 1.92721 1.52238 4.79876 0.0 0.0 0.0 -0.29
C 4.09841 1.48788 3.88146 -0.1 -0.2 -0.4 -0.37
C 4.87441 1.21208 2.76596 -0.3 0.1 0.3 0.38
F 6.19861 1.32958 2.85856 -0.1 0.0 -0.1 -0.29
C 4.32751 0.80248 1.56126 -0.2 -0.1 0.0 0.25
F 5.18821 0.53728 0.55506 -0.1 0.0 0.2 -0.31
H 0.30201 0.56608 -4.15964 0.0 0.0 0.1 0.21
H -1.04309 0.74628 -3.01364 0.1 0.0 0.0 0.22
H -0.19799 -0.80792 -3.15504 0.0 0.0 0.0 0.21
H 1.55641 2.40878 -3.15504 0.0 -0.1 0.0 0.21
H 1.64581 2.52128 -1.38504 0.0 0.0 0.0 0.22
H 0.08001 2.66218 -2.20264 0.0 -0.1 0.0 0.23
H 2.70211 0.36018 -3.10324 -0.2 -0.2 0.1 0.22
H 1.95981 -1.05882 -2.32204 0.0 0.1 -0.1 0.20
H 3.54971 1.21958 -1.07134 0.0 -0.1 -0.1 0.20
H 3.82061 -0.52492 -0.97594 -0.1 0.2 -0.2 0.22
H 4.54241 1.81688 4.80386 0.0 0.0 0.1 0.26
S -4.35879 -1.60832 0.14446 0.4 -0.1 0.0 0.48
C -3.43899 -3.08492 0.13576 0.4 0.2 0.0 -0.25
C -3.88779 -4.39772 0.13346 0.1 -0.1 0.0 -0.18
C -2.93859 -5.40092 0.13106 0.0 0.0 0.0 -0.19
C -1.57359 -5.10892 0.12826 0.1 0.0 0.0 -0.18
C -1.12239 -3.80722 0.12776 -0.1 0.2 0.0 -0.24
C -2.06459 -2.78042 0.13256 -0.6 -0.8 0.0 0.18
N -1.78579 -1.43672 0.13396 -0.1 0.5 0.0 -0.69
C -2.88329 -0.70142 0.14406 -0.1 -0.5 0.0 0.11
C -2.85299 0.74828 0.15186 0.1 0.9 0.0 -0.06
C -4.05469 1.45968 0.13636 0.2 -0.3 0.0 -0.18
C -4.03809 2.83848 0.13636 0.0 0.1 0.0 -0.20
C -2.82589 3.50788 0.16766 0.2 0.1 0.0 -0.17
C -1.62969 2.80018 0.19736 -0.2 0.0 0.0 -0.20
C -1.59269 1.40578 0.17986 -1.2 1.0 0.1 -0.65
H -4.93989 -4.63562 0.13426 -0.1 0.0 0.0 0.24
H -3.25269 -6.43332 0.13256 -0.1 -0.1 0.0 0.23
H -0.86039 -5.91772 0.12726 0.1 -0.1 0.0 0.23
H -0.06259 -3.57042 0.12826 0.0 -0.1 0.0 0.21
H -4.98929 0.91678 0.12236 -0.2 0.1 0.0 0.21
H -4.96139 3.39308 0.11536 -0.1 0.1 0.0 0.23
H -2.79989 4.58598 0.16916 -0.1 0.2 0.0 0.23
H -0.70199 3.36528 0.24386 0.0 0.0 0.0 0.21
```
Positions in Å, forces in eV/Å.